# 1
Formula: C4H8O2
Source: OMol25
Level of theory: ωB97M-V/def2-TZVPD

```
! wB97M-V def2-TZVPD RIJCOSX def2/J DEFGRID3
* xyz 0 1
C -1.500 0.957 0.355
O -0.653 0.967 -0.783
C 0.493 0.161 -0.750
C 1.273 0.052 0.574
O 0.823 -1.296 0.775
C 0.281 -1.350 -0.554
H -1.331 0.099 1.023
H -1.365 1.882 0.934
H -2.535 0.920 -0.001
H 1.070 0.454 -1.630
H 0.957 0.731 1.375
H 2.365 0.101 0.466
H -0.761 -1.687 -0.575
H 0.884 -1.992 -1.209
*
```

- Gap between HOMO and LUMO: 10.774 eV
- Energy above the lowest of the compared OMol25 structures with the same formula, charge and spin: 248.05 kJ/mol
- SMILES: COC1COC1
- Largest force on an atom: 0.4 eV/A
- E_LUMO: 1.008 eV
- Calculated total energy: -307.617955 hartree
- E_HOMO: -9.77 eV

What are the natural (NBO) partial charges on each atom? They are as follows, in elementary charge units:
1 C -0.27
2 O -0.52
3 C 0.06
4 C -0.10
5 O -0.54
6 C -0.10
7 H 0.18
8 H 0.18
9 H 0.19
10 H 0.19
11 H 0.18
12 H 0.18
13 H 0.18
14 H 0.18

---

# 2
Formula: C24H49AsF6HgNO14S4
Source: OMol25
Level of theory: ωB97M-V/def2-TZVPD

```
! wB97M-V def2-TZVPD RIJCOSX def2/J DEFGRID3
* xyz -1 1
Hg 15.036 -7.812 -21.033
O 10.099 -10.889 -17.440
C 11.297 -10.795 -17.908
O 12.141 -11.560 -17.535
O 11.551 -9.798 -18.558
H 10.359 -11.766 -17.148
O 20.697 -9.832 -19.115
C 19.728 -10.540 -18.623
O 18.585 -10.464 -18.977
O 19.939 -11.359 -17.753
H 21.363 -10.144 -18.498
As 14.931 -14.774 -23.211
F 14.221 -13.074 -22.898
F 14.305 -14.676 -24.912
F 15.583 -16.393 -23.634
F 15.470 -14.833 -21.559
F 13.343 -15.496 -22.785
F 16.442 -13.904 -23.747
C 19.789 -24.689 -30.669
C 18.391 -24.912 -31.153
N 17.570 -23.700 -31.207
C 17.241 -23.131 -29.957
C 18.143 -22.032 -29.437
C 17.738 -22.751 -32.278
C 17.970 -23.296 -33.632
H 19.751 -24.225 -29.684
H 20.318 -24.038 -31.367
H 20.432 -25.568 -30.644
H 18.465 -25.623 -31.975
H 17.881 -25.632 -30.513
H 16.190 -22.843 -29.908
H 17.074 -23.810 -29.121
H 17.765 -21.018 -29.565
H 18.429 -22.098 -28.388
H 19.161 -22.078 -29.824
H 18.528 -22.026 -32.084
H 16.884 -22.093 -32.434
H 17.356 -24.151 -33.914
H 19.038 -23.393 -33.830
H 17.605 -22.563 -34.351
C 15.697 -21.607 -18.944
C 14.343 -21.098 -19.213
C 13.751 -20.579 -17.795
S 15.286 -19.924 -16.891
O 15.443 -20.589 -15.624
O 15.480 -18.536 -17.056
C 16.473 -20.604 -18.164
H 15.990 -21.809 -19.975
H 15.570 -22.557 -18.426
H 13.732 -21.923 -19.581
H 14.387 -20.335 -19.990
H 13.532 -21.553 -17.358
H 12.939 -19.860 -17.683
H 17.383 -20.898 -17.641
H 16.771 -19.693 -18.682
C 20.493 -9.764 -28.093
C 19.448 -10.198 -29.134
C 18.081 -10.154 -28.519
S 18.155 -8.594 -27.396
O 17.721 -8.820 -26.066
O 17.551 -7.563 -28.204
C 19.963 -8.435 -27.437
H 21.437 -9.743 -28.636
H 20.450 -10.599 -27.394
H 19.583 -11.174 -29.598
H 19.379 -9.346 -29.810
H 17.989 -11.104 -27.994
H 17.216 -10.221 -29.178
H 20.201 -8.133 -26.417
H 20.213 -7.502 -27.942
C 11.550 -17.149 -31.042
C 10.976 -17.092 -32.548
C 9.968 -15.911 -32.566
S 8.923 -16.146 -31.063
O 7.852 -17.074 -31.423
O 8.591 -14.795 -30.518
C 10.252 -17.105 -30.190
H 12.209 -16.293 -30.896
H 12.319 -17.922 -31.036
H 10.414 -17.971 -32.862
H 11.765 -16.876 -33.269
H 9.353 -15.744 -33.450
H 10.477 -14.978 -32.321
H 9.881 -18.125 -30.102
H 10.554 -16.697 -29.225
C 5.911 -19.356 -19.851
C 4.975 -19.045 -18.762
C 3.975 -17.998 -19.192
S 5.007 -16.772 -20.189
O 5.349 -15.590 -19.394
O 4.533 -16.702 -21.511
C 6.434 -18.020 -20.303
H 5.492 -19.748 -20.778
H 6.585 -20.131 -19.488
H 5.262 -18.627 -17.797
H 4.419 -19.903 -18.384
H 3.362 -17.419 -18.500
H 3.104 -18.406 -19.705
H 7.192 -17.697 -19.589
H 6.941 -18.209 -21.250
*
```

- Gap between HOMO and LUMO: 1.964 eV
- Largest force on an atom: 4.2 eV/A
- E_LUMO: -4.921 eV
- Calculated total energy: -6632.806091 hartree
- E_HOMO: -6.89 eV

Here are the Löwdin charges for atoms 1 to 99, given in e:
1 Hg 0.22
2 O 0.20
3 C -0.89
4 O 0.22
5 O 0.22
6 H 0.12
7 O 0.20
8 C -0.87
9 O 0.25
10 O 0.20
11 H 0.13
12 As 0.91
13 F -0.35
14 F -0.33
15 F -0.31
16 F -0.27
17 F -0.31
18 F -0.33
19 C -0.10
20 C -0.26
21 N -0.17
22 C -0.28
23 C -0.10
24 C -0.29
25 C -0.11
26 H 0.07
27 H 0.07
28 H 0.07
29 H 0.11
30 H 0.11
31 H 0.11
32 H 0.12
33 H 0.07
34 H 0.07
35 H 0.06
36 H 0.11
37 H 0.12
38 H 0.08
39 H 0.07
40 H 0.07
41 C -0.28
42 C -0.23
43 C -0.15
44 S 0.67
45 O -0.34
46 O -0.31
47 C -0.21
48 H 0.12
49 H 0.12
50 H 0.11
51 H 0.12
52 H 0.08
53 H 0.09
54 H 0.10
55 H 0.10
56 C -0.19
57 C -0.27
58 C -0.21
59 S 0.68
60 O -0.30
61 O -0.34
62 C -0.21
63 H 0.11
64 H 0.11
65 H 0.12
66 H 0.11
67 H 0.10
68 H 0.10
69 H 0.09
70 H 0.10
71 C -0.18
72 C -0.20
73 C -0.24
74 S 0.73
75 O -0.36
76 O -0.36
77 C -0.20
78 H 0.10
79 H 0.11
80 H 0.11
81 H 0.10
82 H 0.10
83 H 0.09
84 H 0.10
85 H 0.10
86 C -0.25
87 C -0.27
88 C -0.22
89 S 0.71
90 O -0.33
91 O -0.32
92 C -0.21
93 H 0.12
94 H 0.12
95 H 0.12
96 H 0.12
97 H 0.09
98 H 0.10
99 H 0.10

---

# 3
Formula: C26H26FN3O2
Source: OMol25
Level of theory: ωB97M-V/def2-TZVPD

```
! wB97M-V def2-TZVPD RIJCOSX def2/J DEFGRID3
* xyz 0 1
C 0.150 1.721 5.782
O -0.551 2.138 4.634
C -0.239 1.570 3.439
C -0.962 2.028 2.336
C -0.725 1.509 1.083
C 0.230 0.514 0.882
C 0.436 -0.021 -0.518
C 1.904 -0.149 -0.832
C 2.451 0.220 -1.980
C 1.684 0.711 -3.173
N 0.389 0.070 -3.253
C -0.500 0.637 -4.247
C -1.204 1.821 -3.638
C -2.136 1.621 -2.623
C -2.725 2.726 -2.033
N -2.447 3.973 -2.379
C -1.566 4.163 -3.344
C -0.918 3.129 -4.003
C 0.415 -1.369 -3.136
C -0.348 -1.925 -1.932
O -0.991 -2.954 -2.072
N -0.279 -1.292 -0.738
C -1.069 -1.854 0.344
C -0.246 -2.561 1.387
C -0.599 -2.485 2.729
C 0.147 -3.135 3.694
C 1.256 -3.861 3.299
F 2.000 -4.485 4.240
C 1.625 -3.964 1.971
C 0.863 -3.313 1.018
C 0.954 0.076 1.981
C 0.729 0.592 3.246
H 0.001 0.654 5.978
H -0.264 2.299 6.606
H 1.221 1.929 5.696
H -1.703 2.796 2.490
H -1.291 1.882 0.242
H 0.004 0.712 -1.206
H 2.531 -0.552 -0.051
H 3.521 0.140 -2.116
H 2.284 0.540 -4.086
H 1.521 1.793 -3.086
H 0.041 0.939 -5.159
H -1.245 -0.114 -4.522
H -2.390 0.620 -2.308
H -3.460 2.615 -1.245
H -1.369 5.197 -3.598
H -0.207 3.340 -4.789
H 1.447 -1.729 -3.058
H -0.028 -1.857 -4.013
H -1.738 -2.586 -0.127
H -1.672 -1.069 0.808
H -1.462 -1.906 3.021
H -0.116 -3.084 4.739
H 2.490 -4.548 1.698
H 1.129 -3.390 -0.025
H 1.708 -0.688 1.876
H 1.315 0.216 4.070
*
```

- Gap between HOMO and LUMO: 9.217 eV
- Energy above the lowest of the compared OMol25 structures with the same formula, charge and spin: 192.07 kJ/mol
- SMILES: COc1ccc([C@H]2/C=C\CN(Cc3ccncc3)CC(=O)N2Cc2ccc(F)cc2)cc1
- Largest force on an atom: 0.6 eV/A
- E_LUMO: 0.660 eV
- Calculated total energy: -1420.946032 hartree
- E_HOMO: -8.56 eV

What are the natural (NBO) partial charges on each atom? They are as follows, in elementary charge units:
1 C -0.25
2 O -0.49
3 C 0.31
4 C -0.25
5 C -0.18
6 C -0.09
7 C -0.11
8 C -0.17
9 C -0.19
10 C -0.26
11 N -0.45
12 C -0.24
13 C 0.03
14 C -0.26
15 C 0.03
16 N -0.42
17 C 0.04
18 C -0.26
19 C -0.31
20 C 0.68
21 O -0.64
22 N -0.44
23 C -0.26
24 C -0.05
25 C -0.18
26 C -0.29
27 C 0.39
28 F -0.33
29 C -0.30
30 C -0.14
31 C -0.11
32 C -0.33
33 H 0.18
34 H 0.20
35 H 0.18
36 H 0.23
37 H 0.22
38 H 0.25
39 H 0.21
40 H 0.21
41 H 0.18
42 H 0.22
43 H 0.18
44 H 0.22
45 H 0.22
46 H 0.19
47 H 0.19
48 H 0.22
49 H 0.23
50 H 0.22
51 H 0.27
52 H 0.21
53 H 0.22
54 H 0.23
55 H 0.23
56 H 0.21
57 H 0.21
58 H 0.22

---

# 4
Formula: C9H17N3O5
Source: OMol25
Level of theory: ωB97M-V/def2-TZVPD

```
! wB97M-V def2-TZVPD RIJCOSX def2/J DEFGRID3
* xyz 0 1
C 1.566 1.637 2.472
C 1.439 2.249 0.992
O 2.557 2.864 0.485
C 1.168 1.035 0.008
N 1.667 1.307 -1.443
C -0.249 0.595 0.139
O -0.864 0.351 1.228
N -0.833 0.390 -1.004
C -2.197 -0.429 -1.042
C -1.842 -1.948 -1.000
C -0.513 -2.651 -1.534
C 0.817 -2.184 -0.897
N 0.875 -2.377 0.502
O 1.734 -1.834 -1.585
C -3.233 0.065 -0.084
O -4.272 0.489 -0.489
O -3.188 -0.024 1.224
H 0.563 1.730 3.007
H 2.344 2.143 3.062
H 1.922 0.662 2.413
H 0.581 2.966 1.061
H 2.796 3.711 0.794
H 1.732 0.087 0.246
H 1.778 2.368 -1.420
H 2.668 1.019 -1.326
H -0.223 0.363 -1.806
H -2.643 0.127 -1.972
H -1.907 -2.308 0.092
H -2.634 -2.471 -1.440
H -0.403 -2.534 -2.630
H -0.686 -3.740 -1.289
H 0.033 -2.028 0.922
H 1.694 -1.925 0.956
H -2.247 0.292 1.359
*
```

- Gap between HOMO and LUMO: 10.123 eV
- Energy above the lowest of the compared OMol25 structures with the same formula, charge and spin: 284.46 kJ/mol
- SMILES: C[C@@H](O)[C@H](N)C(=O)N[C@@H](CCC(N)=O)C(=O)O
- Largest force on an atom: 4.8 eV/A
- E_LUMO: 0.382 eV
- Calculated total energy: -893.577079 hartree
- E_HOMO: -9.74 eV

What are the natural (NBO) partial charges on each atom? They are as follows, in elementary charge units:
1 C -0.63
2 C 0.10
3 O -0.74
4 C -0.16
5 N -0.83
6 C 0.68
7 O -0.72
8 N -0.58
9 C -0.16
10 C -0.42
11 C -0.50
12 C 0.68
13 N -0.84
14 O -0.58
15 C 0.73
16 O -0.56
17 O -0.68
18 H 0.24
19 H 0.21
20 H 0.20
21 H 0.17
22 H 0.49
23 H 0.22
24 H 0.38
25 H 0.38
26 H 0.45
27 H 0.27
28 H 0.22
29 H 0.23
30 H 0.23
31 H 0.25
32 H 0.39
33 H 0.39
34 H 0.49

---

# 5
Formula: C33H87N11O13
Source: OMol25
Level of theory: ωB97M-V/def2-TZVPD

```
! wB97M-V def2-TZVPD RIJCOSX def2/J DEFGRID3
* xyz 0 1
C 0.852 2.842 -7.121
O -0.544 2.878 -6.969
C -1.191 1.645 -6.806
C -1.426 1.249 -5.331
N -1.127 -0.161 -5.085
C -0.989 -0.436 -3.655
C -0.858 -1.930 -3.348
O -2.166 -2.442 -3.244
C -2.148 -3.848 -3.130
H 1.268 3.817 -7.351
H 1.190 2.122 -7.876
H 1.303 2.468 -6.191
H -0.688 0.862 -7.382
H -2.197 1.789 -7.206
H -2.437 1.507 -5.025
H -0.666 1.816 -4.764
H -0.295 -0.379 -5.615
H -1.756 0.059 -3.063
H -0.052 0.055 -3.339
H -0.359 -1.960 -2.371
H -0.205 -2.373 -4.107
H -1.642 -4.272 -2.254
H -1.626 -4.273 -3.999
H -3.165 -4.234 -3.176
C -1.388 6.867 8.439
O -0.672 6.366 7.340
C 0.694 6.098 7.626
C 1.347 5.589 6.362
N 1.267 4.118 6.354
C 1.977 3.572 5.168
C 1.421 4.062 3.818
O 0.033 3.819 3.833
C -0.533 4.096 2.585
H -2.405 7.133 8.154
H -0.941 7.844 8.682
H -1.386 6.230 9.326
H 0.743 5.336 8.411
H 1.152 7.009 8.035
H 2.366 5.988 6.314
H 0.889 6.087 5.500
H 0.284 3.971 6.111
H 1.954 2.488 5.274
H 3.018 3.886 5.280
H 1.930 3.467 3.047
H 1.681 5.086 3.529
H -0.443 5.154 2.310
H -1.602 3.880 2.527
H -0.101 3.506 1.765
C 0.568 -10.679 -0.539
O 0.152 -9.345 -0.511
C 0.914 -8.582 -1.432
C 0.300 -7.199 -1.655
N 1.088 -6.421 -2.641
C 2.318 -5.857 -2.081
C 2.184 -4.692 -1.080
O 1.576 -3.554 -1.671
C 2.424 -2.925 -2.632
H -0.053 -11.228 0.175
H 1.569 -10.832 -0.108
H 0.550 -11.204 -1.498
H 0.965 -9.110 -2.387
H 1.944 -8.417 -1.102
H 0.277 -6.706 -0.675
H -0.726 -7.201 -2.021
H 0.490 -5.633 -2.872
H 2.712 -5.347 -2.966
H 3.048 -6.611 -1.797
H 3.203 -4.439 -0.767
H 1.649 -4.964 -0.171
H 2.489 -3.467 -3.575
H 3.396 -2.766 -2.156
H 2.036 -1.933 -2.868
C -1.089 -3.560 1.912
O -0.443 -3.352 3.174
C -0.816 -2.198 3.888
C -0.483 -0.890 3.134
N 0.841 -0.976 2.494
C 1.926 -0.756 3.460
C 3.258 -0.893 2.707
O 3.263 -2.026 1.853
C 4.422 -2.057 1.061
H -0.443 -3.083 1.168
H -2.049 -3.043 1.833
H -1.175 -4.631 1.767
H -0.308 -2.166 4.850
H -1.889 -2.229 4.108
H -0.426 -0.125 3.912
H -1.301 -0.658 2.450
H 0.951 -1.969 2.276
H 1.993 -1.484 4.275
H 1.924 0.267 3.834
H 4.064 -1.003 3.440
H 3.432 0.019 2.125
H 4.216 -1.531 0.121
H 4.606 -3.081 0.703
H 5.339 -1.844 1.613
C -6.094 4.203 -1.410
O -6.358 2.855 -1.029
C -6.254 1.969 -2.118
C -6.666 0.592 -1.617
N -5.734 0.065 -0.618
C -4.603 -0.601 -1.245
C -3.518 -0.875 -0.195
O -3.060 0.265 0.496
C -2.072 1.010 -0.185
H -5.069 4.325 -1.772
H -6.270 4.809 -0.529
H -6.738 4.464 -2.253
H -5.237 1.923 -2.529
H -6.916 2.264 -2.944
H -6.860 -0.062 -2.469
H -7.630 0.644 -1.099
H -5.447 0.841 -0.032
H -4.148 -0.055 -2.084
H -4.954 -1.558 -1.637
H -2.724 -1.500 -0.620
H -3.960 -1.458 0.619
H -1.445 0.315 -0.751
H -1.493 1.598 0.526
H -2.441 1.761 -0.897
N 3.908 3.146 1.425
C 4.963 2.411 1.009
N 4.905 1.897 -0.254
O 5.853 2.023 1.782
H 4.036 3.570 2.324
H 3.184 3.402 0.760
H 5.402 1.043 -0.419
H 4.098 2.045 -0.840
N 1.602 5.425 -2.317
C 1.596 4.173 -1.784
N 1.275 3.160 -2.619
O 1.988 3.958 -0.622
H 1.786 6.200 -1.705
H 1.113 5.552 -3.182
H 1.023 3.321 -3.573
H 1.689 2.282 -2.280
N 1.443 1.360 0.240
C 1.742 0.409 -0.683
N 1.276 -0.813 -0.379
O 2.280 0.714 -1.772
H 1.488 2.338 -0.005
H 1.262 1.076 1.190
H 1.456 -1.562 -1.024
H 1.081 -0.986 0.610
*
```

- Gap between HOMO and LUMO: 8.857 eV
- Energy above the lowest of the compared OMol25 structures with the same formula, charge and spin: 8.35 kJ/mol
- SMILES: COCCNCCOC.COCCNCCOC.COCCNCCOC.COCCNCCOC.COCCNCCOC.NC(N)=O.NC(N)=O.NC(N)=O
- Largest force on an atom: 2.7 eV/A
- E_LUMO: 0.256 eV
- Calculated total energy: -2889.843410 hartree
- E_HOMO: -8.60 eV

Here are the Löwdin charges for atoms 1 to 99, given in e:
1 C -0.11
2 O -0.19
3 C -0.21
4 C -0.19
5 N -0.07
6 C -0.20
7 C -0.23
8 O -0.17
9 C -0.11
10 H 0.09
11 H 0.09
12 H 0.08
13 H 0.12
14 H 0.12
15 H 0.12
16 H 0.10
17 H 0.10
18 H 0.10
19 H 0.11
20 H 0.10
21 H 0.12
22 H 0.08
23 H 0.09
24 H 0.09
25 C -0.13
26 O -0.20
27 C -0.23
28 C -0.22
29 N -0.04
30 C -0.18
31 C -0.24
32 O -0.18
33 C -0.12
34 H 0.08
35 H 0.09
36 H 0.09
37 H 0.12
38 H 0.12
39 H 0.12
40 H 0.12
41 H 0.10
42 H 0.10
43 H 0.12
44 H 0.09
45 H 0.12
46 H 0.09
47 H 0.09
48 H 0.07
49 C -0.14
50 O -0.17
51 C -0.23
52 C -0.20
53 N -0.05
54 C -0.20
55 C -0.20
56 O -0.23
57 C -0.10
58 H 0.09
59 H 0.09
60 H 0.09
61 H 0.12
62 H 0.11
63 H 0.11
64 H 0.12
65 H 0.08
66 H 0.10
67 H 0.12
68 H 0.11
69 H 0.12
70 H 0.09
71 H 0.10
72 H 0.07
73 C -0.07
74 O -0.20
75 C -0.21
76 C -0.17
77 N -0.08
78 C -0.17
79 C -0.21
80 O -0.20
81 C -0.11
82 H 0.08
83 H 0.08
84 H 0.09
85 H 0.12
86 H 0.12
87 H 0.12
88 H 0.10
89 H 0.08
90 H 0.12
91 H 0.11
92 H 0.13
93 H 0.11
94 H 0.08
95 H 0.08
96 H 0.10
97 C -0.10
98 O -0.19
99 C -0.25

---

Among the records above, which one has the highest E_HOMO?
C24H49AsF6HgNO14S4

---

Which value of calculated total energy does entry 4 give?
-893.577079 hartree